Record 1
Here is a 2-piece molecular cluster, C9H13NO2 overall in a non-equilibrium geometry from the Open Molecules 2025 dataset. Energies are from ωB97M-V/def2-TZVPD.

Last column: Mulliken charge in e.
Element x y z (Å)
H1 -2.419 3.001 0.242  0.2930
O1 0.551 -2.559 -1.611  -0.5977
H2 0.387 -0.004 3.100  0.2516
O2 2.417 -0.237 1.640  -0.4183
H3 -2.598 -2.761 -0.560  0.4169
H4 -2.087 -1.670 -3.167  0.2397
C1 1.437 0.514 1.360  0.3892
C2 -0.712 1.504 1.807  -0.7363
H5 -0.810 3.925 -0.482  0.2953
H6 0.691 2.806 -1.093  -0.0824
C3 -0.686 -2.675 -1.718  0.5968
H7 -1.936 -4.198 -1.714  0.2740
C4 -1.405 3.364 0.333  -1.1902
C5 0.647 2.215 -0.160  -1.2859
C6 -0.517 2.318 0.776  1.5198
H8 -1.151 -3.680 -0.093  0.2126
C7 1.496 1.156 0.071  -0.6400
C8 -1.756 -3.329 -0.920  -0.9934
H9 2.320 0.808 -0.488  0.4563
N1 -1.113 -1.833 -2.852  -0.5012
H10 -1.752 1.399 2.122  0.2341
H11 -1.537 4.235 0.981  0.2258
H12 -0.242 -1.496 -3.215  0.2433
C9 0.343 0.605 2.160  -0.5303
H13 2.095 -1.202 1.847  0.3273

⟨S²⟩: 0.7586
Largest force on an atom in eV/A: 7.78
Energy above the lowest of the compared OMol25 structures with the same formula, charge and spin in kJ/mol: 354.1
LUMO (spin up / spin down) in eV: 3.220 / 3.093
Frontier orbital gap (spin up / spin down) in eV: 2.067 / 6.444
Energy in a.u.: -555.8373
Charge: -1
HOMO (spin up / spin down) in eV: 1.152 / -3.350
Multiplicity: 2

---

Record 2
Here is a 2-piece molecular cluster, C9H13NO2 overall in a non-equilibrium geometry from the Open Molecules 2025 dataset. Energies are from ωB97M-V/def2-TZVPD.

Last column: Mulliken charge in e.
Element x y z (Å)
H1 -2.581 -1.495 3.328  0.2953
H2 2.996 -0.567 -1.879  0.2673
H3 -3.846 -2.608 -0.451  0.2214
C1 0.901 1.911 -0.829  -0.5447
H4 0.857 1.724 -3.553  0.3132
C2 1.777 1.236 -1.738  0.5386
H5 0.983 0.346 2.762  0.3061
C3 -3.060 -2.332 1.366  0.5968
O1 -3.188 -3.518 1.613  -0.6259
C4 -2.306 -1.388 2.258  -0.7340
H6 -3.291 -1.039 -0.408  0.2003
H7 1.933 2.904 -3.102  0.2905
N1 -3.406 -1.889 0.117  -0.3768
C5 0.554 1.427 0.462  -0.9953
C6 2.455 0.156 -1.251  -0.1457
C7 1.885 1.803 -3.127  -1.3808
H8 -1.209 -1.450 2.186  0.1339
H9 2.773 1.384 -3.602  0.3421
H10 -2.647 -0.347 2.108  0.2801
H11 -0.209 1.815 1.122  0.3347
C8 1.332 0.369 0.873  0.6783
H12 3.063 -0.873 0.630  0.3280
O2 1.138 -0.330 2.093  -0.5322
H13 0.712 2.972 -1.078  0.0928
C9 2.384 -0.211 0.099  -0.8840

⟨S²⟩: 0.7614
Largest force on an atom in eV/A: 2.40
Energy above the lowest of the compared OMol25 structures with the same formula, charge and spin in kJ/mol: 122.4
LUMO (spin up / spin down) in eV: 3.283 / 3.266
Frontier orbital gap (spin up / spin down) in eV: 2.826 / 6.462
Energy in a.u.: -555.9256
Charge: -1
HOMO (spin up / spin down) in eV: 0.456 / -3.196
Multiplicity: 2

---

Record 3
Here is a 2-piece molecular cluster, C9H13NO2 overall in a non-equilibrium geometry from the Open Molecules 2025 dataset. Energies are from ωB97M-V/def2-TZVPD.

Last column: Mulliken charge in e.
Element x y z (Å)
O1 -3.338 -1.944 -0.425  -0.5404
C1 -1.135 -0.940 2.254  -0.1297
H1 -3.095 -1.862 2.161  0.4383
H2 0.805 3.451 -1.443  0.3645
C2 1.840 3.134 -1.174  -1.0538
C3 1.114 0.158 2.382  -1.3409
H3 1.886 3.107 -0.065  0.2237
H4 -3.237 -1.845 -1.374  0.2812
N1 1.577 1.419 -2.867  -0.3774
C4 0.081 -0.758 0.262  -0.3281
C5 -1.084 -1.161 -0.482  -0.7961
H5 2.637 3.699 -1.670  0.3275
H6 1.583 0.526 -3.288  0.2105
H7 -1.151 -1.008 3.310  0.3669
C6 -2.220 -1.507 0.250  1.0607
H8 0.821 1.126 2.844  0.2812
H9 -1.097 -1.230 -1.542  0.2796
C7 2.074 1.706 -1.607  0.7730
O2 2.588 0.823 -0.959  -0.6203
C8 -2.283 -1.396 1.679  -0.8987
H10 1.021 -0.544 -0.242  0.4872
C9 0.016 -0.555 1.601  0.1242
H11 1.520 -0.579 3.083  0.3544
H12 1.075 2.115 -3.382  0.1707
H13 1.980 0.318 1.725  0.3419

Largest force on an atom in eV/A: 3.81
Energy above the lowest of the compared OMol25 structures with the same formula, charge and spin in kJ/mol: 70.3
SMILES: Cc1ccc(O)cc1.CC(N)=O
LUMO in eV: 0.652
Frontier orbital gap in eV: 8.793
Energy in a.u.: -555.9769
HOMO in eV: -8.140
Multiplicity: 1

---

Record 4
Here is an isolated molecule of C9H13NO2 in a non-equilibrium geometry from the Open Molecules 2025 dataset. Energies are from ωB97M-V/def2-TZVPD.

Last column: Mulliken charge in e.
Element x y z (Å)
N1 3.099 -1.585 0.945  -0.6518
C1 -1.310 0.168 0.242  -0.3104
C2 1.190 -0.749 -0.605  0.8985
C3 0.173 3.421 -0.058  -0.6781
H1 2.916 -0.804 1.535  0.2703
H2 1.869 1.362 -0.345  0.1585
O1 -0.801 2.384 0.003  -0.3718
C4 -1.114 -1.152 -0.220  1.0663
H3 -2.322 0.700 0.623  0.2096
C5 0.098 -1.623 -0.650  -1.0517
H4 -0.613 4.372 -0.033  0.2319
H5 3.260 -0.409 -1.093  0.3417
H6 0.974 3.381 -0.970  0.2729
H7 2.527 -1.965 -0.969  0.4934
C6 2.593 -1.128 -0.466  -1.0081
H8 0.739 3.691 0.980  0.2722
C7 -0.318 1.095 -0.119  0.8022
C8 0.962 0.667 -0.288  -1.1014
H9 0.050 -2.740 -1.047  0.1903
H10 -3.162 -0.776 1.321  0.2425
C9 -3.465 -1.303 0.288  -0.6466
O2 -2.179 -1.848 -0.203  -0.5042
H11 -4.151 -2.120 0.435  0.1947
H12 -3.497 -0.692 -0.743  0.3984
H13 2.484 -2.349 1.436  0.2806

Largest force on an atom in eV/A: 6.12
Energy above the lowest of the compared OMol25 structures with the same formula, charge and spin in kJ/mol: 603.0
SMILES: COc1cc(CN)cc(OC)c1
LUMO in eV: 0.766
Frontier orbital gap in eV: 8.917
Energy in a.u.: -555.7740
HOMO in eV: -8.151
Multiplicity: 1

---

Record 5
Here is a 2-piece molecular cluster, C9H13NO2 overall in a non-equilibrium geometry from the Open Molecules 2025 dataset. Energies are from ωB97M-V/def2-TZVPD.

Last column: Mulliken charge in e.
Element x y z (Å)
C1 2.283 -0.056 1.244  -0.4073
C2 0.153 2.905 0.164  -1.4932
H1 1.844 -2.846 1.473  0.3315
N1 -1.981 0.624 -2.549  -0.3718
H2 -0.768 -1.182 2.132  0.3724
H3 -1.230 1.219 -2.860  0.1999
H4 0.325 2.880 -0.914  0.2641
C3 1.890 1.196 0.690  -0.4496
C4 -1.847 -0.669 -2.191  0.6088
C5 -0.335 0.729 1.366  -0.2157
C6 -0.522 -1.188 -1.744  -0.4009
H5 -1.403 0.919 1.343  0.3148
C7 0.590 1.622 0.790  0.7215
H6 0.639 3.777 0.608  0.3673
H7 -2.912 0.992 -2.646  0.2183
H8 -0.908 3.137 0.260  0.3692
H9 2.747 1.757 0.343  0.4000
O1 1.707 -2.180 2.162  -0.5860
H10 -0.472 -1.164 -0.648  -0.2129
H11 -0.476 -2.253 -1.952  0.3299
C8 1.332 -0.935 1.708  0.3546
H12 3.313 -0.376 1.291  0.4372
H13 0.360 -0.647 -2.093  0.2704
C9 -0.022 -0.596 1.606  -0.7938
O2 -2.805 -1.429 -2.153  -0.6286

Largest force on an atom in eV/A: 2.71
Energy above the lowest of the compared OMol25 structures with the same formula, charge and spin in kJ/mol: 77.7
SMILES: Cc1ccc(O)cc1.CC(N)=O
LUMO in eV: 0.603
Frontier orbital gap in eV: 9.661
Energy in a.u.: -555.9741
HOMO in eV: -9.058
Multiplicity: 1

---

Record 6
Here is a 2-piece molecular cluster, C9H13NO3 overall in a non-equilibrium geometry from the Open Molecules 2025 dataset. Energies are from ωB97M-V/def2-TZVPD.

Last column: Mulliken charge in e.
Element x y z (Å)
C1 -0.361 0.776 2.486  -0.8547
C2 -1.954 -1.499 -2.009  0.2324
C3 -0.905 1.067 -1.982  -0.4006
O1 1.927 0.289 1.952  -0.3857
H1 0.006 0.499 -3.980  0.2965
N1 -2.143 -0.577 -1.001  0.0643
H2 0.817 -1.888 -0.807  0.2268
C4 1.275 -1.273 -0.027  -0.7178
C5 0.563 0.133 1.751  0.8256
C6 2.406 1.200 2.935  -0.9084
H3 -0.078 1.598 3.193  0.2305
H4 -2.664 -0.855 -0.137  0.2676
H5 1.939 -1.870 0.671  0.3079
H6 -1.477 0.533 2.457  0.2206
C7 -0.687 0.230 -3.135  -0.1782
H7 -0.429 2.074 -2.027  0.3327
H8 2.064 2.163 2.686  0.3831
H9 2.075 0.928 4.028  0.3120
H10 1.984 -0.579 -0.455  0.3331
O2 -2.419 -2.622 -1.981  -0.6643
C8 -1.209 -1.017 -3.200  -0.3826
C9 -1.554 0.610 -0.934  -0.3137
O3 0.274 -0.648 0.748  -0.2153
H11 -1.679 1.428 -0.209  0.3407
H12 3.397 1.001 3.056  0.2985
H13 -1.169 -1.700 -4.080  0.3490

Largest force on an atom in eV/A: 4.47
Energy above the lowest of the compared OMol25 structures with the same formula, charge and spin in kJ/mol: 285.9
SMILES: O=c1cccc[nH]1.C=C(OC)OC
LUMO in eV: 0.732
Frontier orbital gap in eV: 9.103
Energy in a.u.: -631.1256
HOMO in eV: -8.371
Multiplicity: 1

---

Record 7
Here is a 2-piece molecular cluster, C9H13NO3 overall in a non-equilibrium geometry from the Open Molecules 2025 dataset. Energies are from ωB97M-V/def2-TZVPD.

Last column: Mulliken charge in e.
Element x y z (Å)
C1 -2.121 0.439 -1.737  -0.7391
O1 3.746 -0.216 1.842  -0.3160
N1 -0.190 -0.006 -0.327  -0.1141
H1 0.545 -1.154 1.973  0.4838
C2 1.452 -0.555 1.940  0.0897
H2 -2.009 -2.098 -0.637  0.4016
C3 -2.279 -1.315 0.087  -1.5826
C4 0.337 0.535 -1.599  -0.7198
H3 0.884 -0.245 -2.161  0.2744
H4 -2.935 1.167 -1.667  0.3337
H5 -3.369 -1.208 0.104  0.3980
H6 1.036 1.351 -1.368  0.2722
H7 -1.936 -1.601 1.086  0.3636
O2 2.971 -2.136 0.838  -0.5321
C5 -0.870 1.054 -2.394  -0.4873
O3 3.794 1.858 2.837  -0.5079
H8 -1.964 0.799 0.355  0.2054
H9 -0.805 0.797 -3.454  0.3266
H10 -2.469 -0.431 -2.308  0.2962
C6 3.141 0.914 2.460  0.3761
H11 0.989 1.330 2.939  0.4546
H12 -0.921 2.141 -2.281  0.2543
C7 -1.665 -0.004 -0.338  0.2804
C8 2.736 -1.123 1.461  0.4323
C9 1.698 0.645 2.499  -0.4914
H13 0.205 -0.938 -0.150  0.2474

Largest force on an atom in eV/A: 2.18
Energy above the lowest of the compared OMol25 structures with the same formula, charge and spin in kJ/mol: 95.7
SMILES: O=C1C=CC(=O)O1.C[C@@H]1CCCN1
LUMO in eV: -1.102
Frontier orbital gap in eV: 7.795
Energy in a.u.: -631.1980
HOMO in eV: -8.897
Multiplicity: 1

---

Record 8
Here is a 2-piece molecular cluster, C9H14 overall in a non-equilibrium geometry from the Open Molecules 2025 dataset. Energies are from ωB97M-V/def2-TZVPD.

Last column: Mulliken charge in e.
Element x y z (Å)
H1 -2.298 -0.393 0.676  0.2792
C1 0.561 -2.152 -2.116  -0.3999
H2 1.407 -1.415 -3.870  0.2969
C2 0.778 2.010 4.279  -0.9587
C3 -0.496 -0.564 -0.573  0.6974
H3 -0.899 3.007 3.334  0.2920
C4 -0.172 0.466 -1.438  -0.7912
H4 1.577 2.693 3.983  0.2937
H5 -1.058 -1.100 1.449  0.3134
C5 -0.174 -1.890 -0.912  -0.7888
H6 0.010 1.917 2.243  0.1292
H7 0.225 0.887 -3.539  0.4108
H8 1.199 1.016 4.379  0.2966
C6 0.821 -1.133 -3.001  -0.4945
C7 -0.357 2.071 3.243  -0.7124
C8 0.350 0.163 -2.740  -0.5259
H9 -1.089 1.290 3.478  0.2890
C9 -1.200 -0.286 0.722  -0.6263
H10 0.394 2.349 5.241  0.2925
H11 0.933 -3.160 -2.199  0.4222
H12 -0.892 0.626 1.210  -0.2458
H13 -0.434 -2.708 -0.241  0.2397
H14 -0.424 1.452 -1.073  0.2910

⟨S²⟩: 0.7598
Largest force on an atom in eV/A: 1.51
Energy above the lowest of the compared OMol25 structures with the same formula, charge and spin in kJ/mol: 48.4
LUMO (spin up / spin down) in eV: 3.405 / 3.323
Frontier orbital gap (spin up / spin down) in eV: 2.419 / 6.612
Energy in a.u.: -351.2609
Charge: -1
HOMO (spin up / spin down) in eV: 0.985 / -3.289
Multiplicity: 2

---

Record 9
Here is a 2-piece molecular cluster, C9H14 overall in a non-equilibrium geometry from the Open Molecules 2025 dataset. Energies are from ωB97M-V/def2-TZVPD.

Last column: Mulliken charge in e.
Element x y z (Å)
C1 -0.408 -0.372 -2.183  -0.4801
H1 0.653 -1.609 0.374  -0.0677
H2 -3.151 0.486 0.455  0.4224
C2 -1.164 0.860 -0.149  1.4088
H3 1.614 -0.046 1.982  0.2960
H4 1.032 2.724 -1.950  0.3591
H5 -0.592 2.825 0.050  0.1884
H6 1.028 0.687 -3.424  0.3200
C3 -2.260 0.938 0.900  -1.5405
C4 0.388 1.881 -1.732  -0.5290
C5 0.353 0.706 -2.577  -0.5274
C6 -1.150 -0.285 -0.997  -0.9534
C7 -0.454 1.966 -0.608  -0.6794
C8 1.499 -1.980 0.952  -0.4308
H7 -2.531 1.925 1.276  0.3500
H8 1.013 -1.488 2.916  0.2153
H9 -1.914 0.387 1.789  0.1874
H10 -0.446 -1.287 -2.763  0.3154
C9 1.742 -1.100 2.174  -0.9201
H11 2.281 -1.701 0.225  0.2049
H12 2.648 -1.271 2.762  0.3315
H13 1.462 -3.024 1.244  0.3355
H14 -1.643 -1.221 -0.716  0.1935

⟨S²⟩: 0.7604
Largest force on an atom in eV/A: 2.28
Energy above the lowest of the compared OMol25 structures with the same formula, charge and spin in kJ/mol: 59.6
LUMO (spin up / spin down) in eV: 3.870 / 3.818
Frontier orbital gap (spin up / spin down) in eV: 2.927 / 7.132
Energy in a.u.: -351.2566
Charge: -1
HOMO (spin up / spin down) in eV: 0.943 / -3.314
Multiplicity: 2

---

Record 10
Here is a 2-piece molecular cluster, C9H14 overall in a non-equilibrium geometry from the Open Molecules 2025 dataset. Energies are from ωB97M-V/def2-TZVPD.

Last column: Mulliken charge in e.
Element x y z (Å)
H1 -2.344 0.564 1.419  0.2730
H2 0.667 1.925 -1.737  -0.1636
C1 0.048 2.092 -2.623  -0.3928
H3 -1.701 1.312 -3.488  0.2705
C2 0.915 -0.117 0.804  0.7022
H4 2.090 1.550 0.121  0.3200
C3 0.865 -1.555 0.935  -0.7852
C4 -0.858 0.889 -2.935  -0.6582
H5 1.805 -2.064 0.751  0.2223
H6 2.542 0.996 1.575  0.3119
H7 -0.273 1.716 0.988  0.2441
H8 -2.408 -1.948 1.545  0.3102
H9 -0.484 3.033 -2.477  0.2819
H10 3.027 0.006 0.132  0.2336
C5 -1.432 -0.017 1.283  -0.5429
C6 -0.347 -2.163 1.177  -0.3548
H11 -0.305 0.114 -3.458  0.2586
H12 -0.263 -3.246 1.279  0.3060
H13 0.738 2.148 -3.475  0.3101
C7 -1.500 -1.406 1.290  -0.4127
C8 2.227 0.578 0.583  -1.3372
H14 -1.185 0.448 -1.990  0.1131
C9 -0.234 0.636 0.942  -0.5101

⟨S²⟩: 0.7589
Largest force on an atom in eV/A: 3.00
Energy above the lowest of the compared OMol25 structures with the same formula, charge and spin in kJ/mol: 58.4
LUMO (spin up / spin down) in eV: 3.855 / 3.817
Frontier orbital gap (spin up / spin down) in eV: 2.671 / 7.211
Energy in a.u.: -351.2571
Charge: -1
HOMO (spin up / spin down) in eV: 1.183 / -3.394
Multiplicity: 2